ORCA calculation (ωB97M-V/def2-TZVPD) on a structure of composition C37H42Cl2N5O2P2Re.

```
! RIJCOSX wB97M-V def2-TZVPD def2/J DEFGRID3
* xyz 3 2
Re 0.296 0.821 0.133
Cl 2.375 3.626 3.227
Cl 2.602 2.111 0.700
P 0.246 2.135 -1.897
P -0.652 0.646 2.269
O 1.809 -0.578 0.307
O 1.863 -3.398 2.284
N -1.799 -8.291 -0.087
N -1.602 0.839 -0.281
N -3.741 -7.146 -0.521
N -1.716 -6.214 -1.119
N 0.123 -1.709 -1.247
C 0.625 -3.161 2.775
C -0.079 -2.014 2.874
C 3.573 1.421 -4.951
C -2.356 0.074 1.959
C -0.747 2.101 3.303
C -0.147 6.618 -1.035
C -1.016 4.370 4.861
C 3.415 0.550 -3.882
C -0.266 -6.230 -1.325
C -3.854 0.718 -0.068
C -1.174 4.470 -1.373
C 0.326 -4.838 -1.533
C 2.426 0.789 -2.941
C 1.777 -0.349 3.101
C -2.685 0.549 0.586
C -3.543 1.130 -1.411
C 2.524 -2.284 1.720
C 2.329 3.741 1.496
C -0.537 3.196 5.427
C -1.314 1.566 -2.661
C 0.084 3.905 -1.592
C 1.594 1.900 -3.062
C -2.413 -7.224 -0.587
C 1.107 6.059 -1.247
C 2.764 -1.139 2.673
C 1.226 4.706 -1.522
C 1.761 2.774 -4.137
C 1.068 -2.615 -0.601
C 0.497 -3.998 -0.263
C -1.227 3.280 2.732
C -1.365 4.412 3.517
C 0.366 -0.631 2.824
C 2.748 2.531 -5.078
C -0.404 2.055 4.651
C -1.285 5.824 -1.097
C 1.760 -1.799 0.486
C -2.199 1.187 -1.524
H -0.437 -3.897 0.297
H -2.329 -9.047 0.315
H -1.057 0.727 -3.315
H -1.103 -2.184 3.185
H 1.367 4.084 1.130
H -4.839 0.583 0.346
H 4.347 1.240 -5.685
H 2.205 4.281 -1.713
H -1.765 2.341 -3.283
H -1.746 5.327 3.084
H 3.159 4.334 1.127
H -0.815 -2.085 -1.292
H -4.241 -6.364 -0.907
H -0.030 -6.845 -2.196
H 1.206 -4.508 0.386
H 2.876 3.211 -5.909
H 0.200 -6.685 -0.449
H -2.261 6.262 -0.944
H 2.324 0.122 -2.090
H 1.315 -5.012 -1.965
H 3.489 -2.665 1.367
H -0.238 -4.301 -2.302
H -2.249 -5.545 -1.656
H -0.238 7.677 -0.834
H -2.070 3.863 -1.413
H 0.407 -1.434 -2.178
H 1.990 6.682 -1.215
H 4.070 -0.304 -3.779
H -0.821 -8.463 -0.250
H 2.014 0.536 3.683
H -2.396 -1.015 2.021
H -0.046 1.137 5.100
H -1.492 3.319 1.679
H -4.294 -7.929 -0.211
H -4.254 1.354 -2.189
H -1.126 5.255 5.473
H 1.922 -2.808 -1.274
H 0.181 -4.093 3.101
H -3.023 0.484 2.718
H 3.790 -0.932 2.942
H 1.124 3.644 -4.241
H -0.273 3.167 6.476
*
```

Calculated values
* LUMO (alpha / beta): -0.31098 / -0.30947 Eh
* ⟨S²⟩: 1.2397
* HOMO level (alpha / beta): -0.545 / -0.540 hartree
* M: 907.84 g/mol
* total energy: -3539.85320 Ha
* gap between HOMO and LUMO (alpha / beta): 6.374 / 6.275 eV
* largest force on an atom: 0.0186 hartree/bohr

Here are the Löwdin charges for atoms 1 to 5, given in e: number 1, Re, carries 1.07; number 2, Cl, carries 0.66; number 3, Cl, carries 0.61; number 4, P, carries 0.94; number 5, P, carries 0.92

=====

ORCA calculation (ωB97M-V/def2-TZVPD) on a structure of composition C37H42IKN8O6PSe2 in a non-equilibrium geometry.

```
! RIJCOSX wB97M-V def2-TZVPD def2/J DEFGRID3
* xyz -1 1
I -0.912 -3.581 1.502
Se -3.048 0.537 2.819
Se -3.178 0.834 -1.843
K 0.070 0.244 1.691
P -1.424 -1.243 -1.839
O 4.040 -3.345 0.281
O 2.146 6.915 -1.681
O 1.999 0.790 2.768
O 3.784 6.072 -2.773
O -6.062 -0.355 1.794
O -6.102 2.425 -1.368
N 1.396 -1.852 2.859
N 5.208 1.057 1.227
N -1.125 -1.599 -4.641
N 1.605 0.689 -0.489
N -0.368 -3.572 -3.463
N 0.177 2.691 0.632
N -2.735 -3.075 -3.563
N 2.831 5.969 -2.021
C -5.247 2.679 -0.259
C 3.081 0.420 2.247
C 2.663 -1.953 2.749
C 5.486 -0.251 0.996
C 1.125 3.041 -0.254
C -4.412 0.281 -0.387
C 0.121 -2.832 6.174
C 1.914 1.957 -0.816
C -1.014 -3.551 5.831
C 3.523 -0.063 -1.725
C 2.391 -0.271 -0.923
C 3.461 -0.955 2.064
C 1.408 4.384 -0.587
C -4.855 1.426 0.539
C -1.312 -3.764 4.492
C -0.165 -2.638 -4.641
C -2.481 -2.149 -4.664
C -3.721 1.849 1.481
C -1.785 -4.121 -3.554
C 0.640 5.368 0.072
C 4.095 1.384 1.834
C 5.015 -2.702 1.112
C -0.306 4.991 0.986
C -0.508 3.630 1.241
C -0.952 -0.621 -3.551
C 4.676 -1.269 1.419
C -0.481 -3.241 3.519
C -2.863 -2.371 -2.273
C 0.951 -2.320 5.192
C 3.001 2.269 -1.645
C 0.662 -2.506 3.836
C -6.103 0.977 1.322
C 3.819 1.219 -2.097
C 3.248 3.621 -2.001
C 2.485 4.628 -1.525
C 3.819 2.832 2.111
C -0.193 -2.810 -2.176
H 3.800 3.011 3.188
H -4.036 2.726 2.054
H -3.892 -0.474 0.204
H -1.929 -4.774 -2.694
H -6.972 1.049 0.664
H 3.177 -3.215 0.691
H 1.814 -1.717 5.449
H -1.677 -3.933 6.596
H -0.896 5.732 1.507
H 5.952 -2.744 0.558
H 4.145 -0.900 -2.012
H 6.407 -0.456 0.459
H -4.337 3.188 -0.590
H -5.559 1.946 -2.014
H -1.834 -4.699 -4.481
H -5.795 3.358 0.402
H 0.100 -0.317 -3.516
H -2.962 -3.111 -1.474
H 4.684 1.445 -2.710
H -3.187 -1.323 -4.590
H -0.257 -3.249 -5.543
H -0.293 -3.525 -1.367
H 0.808 6.410 -0.133
H -5.283 -0.192 -0.839
H 0.353 -2.652 7.216
H -1.544 0.258 -3.791
H 0.295 -4.346 -3.526
H 3.196 -2.770 3.263
H -2.630 -2.676 -5.611
H -1.243 3.296 1.967
H -5.246 -0.420 2.331
H 4.591 3.447 1.650
H -2.879 2.133 0.846
H 0.844 -2.235 -4.562
H -3.772 -1.777 -2.297
H -2.192 -4.324 4.207
H 2.130 -1.278 -0.613
H -6.243 1.683 2.154
H 4.059 3.852 -2.677
H 2.834 3.116 1.739
H 0.831 -2.429 -2.179
H 5.148 -3.278 2.035
*
```

Calculated values
* LUMO: 0.03131 Eh
* HOMO level: -0.128 hartree
* M: 1049.69 g/mol
* total energy: -8366.42845 Ha
* gap between HOMO and LUMO: 4.332 eV
* ΔE to the lowest compared entry with this formula, charge and spin: 1.4787 eV
* largest force on an atom: 0.0398 hartree/bohr

Here are the Löwdin charges for atoms 1 to 5, given in e: number 1, I, carries 0.95; number 2, Se, carries 0.35; number 3, Se, carries 0.57; number 4, K, carries 0.51; number 5, P, carries 0.82

=====

ORCA calculation (ωB97M-V/def2-TZVPD) on a cluster of 4 separate species, C37H42N4O12PS in total in a non-equilibrium geometry.

```
! RIJCOSX wB97M-V def2-TZVPD def2/J DEFGRID3
* xyz -1 1
S 1.964 -4.717 0.045
P 0.740 -3.690 -1.059
O 1.701 0.143 -1.404
O -0.412 -1.767 -2.890
O -0.611 6.202 -0.259
O -3.690 -3.421 3.156
O -2.351 -4.071 1.603
O -3.635 1.845 3.096
O -0.793 -4.132 -0.731
O -2.270 1.437 1.479
O -1.250 -0.545 -1.225
O 1.094 7.075 0.720
O 5.081 -1.718 -2.780
O 0.912 -4.048 -2.610
N -3.376 1.467 1.966
N -3.450 -3.772 2.021
N -0.100 6.879 0.606
N 2.026 -1.196 -1.006
C -4.493 1.008 1.124
C 1.428 -1.549 1.661
C -2.665 8.708 3.415
C -4.311 -4.244 -0.230
C 3.686 0.078 -3.687
C 6.848 -2.898 -1.663
C -0.448 8.315 2.574
C 2.417 -1.472 2.338
C 3.978 -0.864 -2.500
C 6.973 -5.314 -1.936
C -0.991 7.508 1.591
C 6.369 -4.084 -2.195
C -6.576 0.113 -0.433
C -5.366 -4.314 -1.126
C 6.182 -1.558 -1.926
C 8.087 -5.359 -1.102
C -6.827 0.605 0.843
C -5.835 -3.485 1.488
C 8.588 -4.167 -0.570
C -5.278 0.077 -0.926
C 0.949 1.813 0.219
C 0.804 3.512 2.066
C -4.565 -3.835 1.067
C 1.310 3.270 0.627
C 0.722 -1.866 -0.778
C 2.125 1.109 -0.452
C -6.883 -3.557 0.585
C -4.223 0.528 -0.147
C -6.650 -3.975 -0.719
C -2.353 7.282 1.505
C -0.411 -1.326 -1.718
C -1.295 8.920 3.489
C -3.193 7.888 2.426
C 0.290 -1.629 0.712
C 7.986 -2.955 -0.850
C -5.781 1.055 1.630
C 2.756 -1.748 -2.141
H 2.810 0.673 0.278
H 2.709 1.860 -1.006
H -3.324 9.184 4.129
H -7.840 0.634 1.225
H -7.471 -4.035 -1.421
H 5.497 -4.056 -2.835
H -0.889 -4.291 0.216
H 5.915 -1.140 -0.952
H 2.391 3.442 0.595
H 3.149 -2.740 -1.919
H 0.852 3.957 -0.086
H 4.144 -0.222 -1.630
H 0.618 8.475 2.630
H 4.240 -0.220 -4.577
H -7.395 -0.246 -1.043
H 4.054 1.076 -3.423
H 2.116 -1.829 -3.029
H -5.082 -0.307 -1.917
H 0.624 1.271 1.106
H 2.620 0.184 -3.861
H -0.885 9.557 4.261
H 6.933 -0.911 -2.399
H 0.092 -3.864 -3.093
H -3.309 -4.500 -0.547
H -6.011 -3.160 2.503
H -0.272 3.331 2.088
H -7.882 -3.288 0.899
H 1.298 2.770 2.693
H -0.327 -0.735 0.768
H 9.455 -4.253 0.075
H -0.327 -2.453 1.075
H -5.971 1.435 2.624
H 6.585 -6.224 -2.371
H 8.557 -6.305 -0.867
H -3.211 0.492 -0.538
H -4.259 7.720 2.372
H -2.759 6.643 0.735
H 1.009 4.524 2.423
H 3.268 -1.203 2.914
H 8.396 -2.038 -0.440
H -5.185 -4.634 -2.143
H 0.131 1.864 -0.498
*
```

Calculated values
* LUMO: 0.03951 Eh
* HOMO level: -0.194 hartree
* M: 797.80 g/mol
* total energy: -3296.31719 Ha
* gap between HOMO and LUMO: 6.356 eV
* largest force on an atom: 0.0286 hartree/bohr

Here are the Löwdin charges for atoms 1 to 5, given in e: number 1, S, carries 0.27; number 2, P, carries 0.26; number 3, O, carries -0.12; number 4, O, carries -0.04; number 5, O, carries 0.08